Entry 1:
Computed, not measured: C3H8NO2 as an isolated structure at a distorted geometry, with ωB97M-V with the def2-TZVPD basis set.

```
! wB97M-V def2-TZVPD RIJCOSX def2/J DEFGRID3
* xyz 1 1
C 2.9204 0.1821 -0.0199
C 1.0517 0.5452 0.0181
C -2.0291 -0.5918 -0.6426
N -1.7706 0.1684 0.6053
O 2.1282 1.3211 -0.2091
O 1.7046 -0.6130 0.1519
H 3.5067 -0.2239 -0.7598
H 3.3749 0.2504 0.9935
H -0.7430 0.5196 0.3639
H -2.9543 -1.1914 -0.4553
H -1.8625 0.0740 -1.5604
H -1.1641 -1.2000 -0.7742
H -1.7650 -0.2650 1.5174
H -2.3978 1.0246 0.7712
*
```

Strongest force on any atom ... 0.07696 hartree/bohr
LUMO ... -3.28 eV
HOMO energy ... -15.04 eV
ΔE to the lowest compared entry with this formula, charge and spin ... 91.79 kcal/mol


Entry 2:
Computed, not measured: C3H3FO4V as an isolated structure at a distorted geometry, with ωB97M-V with the def2-TZVPD basis set.

```
! wB97M-V def2-TZVPD RIJCOSX def2/J DEFGRID3
* xyz 3 5
C -2.6405 -0.4485 0.6815
C -1.3158 -0.9201 1.1724
O -0.2807 -0.2965 0.5922
O -3.7583 -0.8677 1.0529
H -2.7535 0.2987 -0.1207
H -1.2536 -2.0272 1.0427
H -1.2799 -0.8139 2.2832
F -3.6413 -1.8681 2.0140
C 2.7765 0.7701 -1.6512
O 3.6935 1.4459 -1.8178
V 5.9146 2.2428 -3.2767
O 4.5390 2.4843 -1.9723
*
```

Strongest force on any atom ... 0.03041 hartree/bohr
LUMO (spin up / spin down) ... -14.59 / -13.99 eV
HOMO energy (spin up / spin down) ... -21.61 / -20.92 eV
ΔE to the lowest compared entry with this formula, charge and spin ... 0.00 kcal/mol
Expectation value of S² ... 6.0096


Entry 3:
Computed, not measured: a 13-piece molecular cluster, C5H31NO12 overall at a distorted geometry, with ωB97M-V with the def2-TZVPD basis set.

```
! wB97M-V def2-TZVPD RIJCOSX def2/J DEFGRID3
* xyz 0 1
C 2.4201 2.3613 1.9708
C 2.3621 2.4909 0.6360
N 1.3404 1.6608 0.1938
C 0.7850 0.8441 1.1762
C 1.3732 1.3457 2.3439
C -0.2624 -0.0654 0.8629
H 2.9847 2.9433 2.6100
H 2.9043 3.1234 -0.0302
H 1.0569 1.6483 -0.7733
H 1.2320 1.1188 3.4137
H -1.3636 0.2590 0.9504
H -0.2440 -0.3118 -0.2343
H -0.4030 -1.0289 1.5290
H -0.3442 1.3668 -2.5901
H 0.2135 2.5914 -1.9364
O 0.4665 1.8215 -2.4174
H -1.7642 0.7601 4.0802
H -2.5412 -0.4389 3.3069
O -2.4738 0.3786 3.6443
H -4.1328 -2.1139 1.0260
H -2.5648 -2.5388 1.1341
O -3.2250 -1.8304 1.0625
H 3.6504 0.5473 -3.0756
H 4.2124 1.5763 -2.0761
O 4.2484 0.7185 -2.4617
H -2.0401 0.8661 -1.4511
H -1.8156 -0.3881 -2.3133
O -1.6577 0.5227 -2.2472
H -2.2544 -2.3836 -0.6117
H -1.0757 -2.7033 -1.4717
O -1.7507 -1.9832 -1.3870
H 0.8932 -2.2290 0.3850
H 2.1219 -3.1124 0.6831
O 1.1349 -2.9918 0.7286
H -1.6080 2.8373 0.8062
H -0.4109 3.8300 0.8876
O -1.1264 3.6284 0.3179
H 3.5418 -0.5415 -0.8760
H 2.2120 -0.3716 -0.3979
O 2.8727 -0.9681 -0.3193
H -1.3186 -3.8510 1.9172
H -0.4258 -3.8495 0.8097
O -1.3934 -3.7529 0.9553
H 1.7773 -0.9502 -4.2555
H 1.4451 -0.3064 -2.7996
O 2.1211 -0.4438 -3.5063
H -3.8530 0.2624 0.6222
H -3.7072 -0.6259 -0.5078
O -3.6130 0.2775 -0.3140
*
```

Strongest force on any atom ... 0.15095 hartree/bohr
LUMO ... -0.12 eV
HOMO energy ... -8.22 eV
ΔE to the lowest compared entry with this formula, charge and spin ... 124.84 kcal/mol


> Which of these has the highest ΔE to the lowest compared entry with this formula, charge and spin?

C5H31NO12